DFT (ωB97M-V/def2-TZVPD) results for C18H26CuNO6S2Si2 as an isolated structure at a distorted geometry.

Positions of all 56 atoms, in Å:
1 Cu -1.14730 0.37574 -0.81913
2 C 3.69246 0.79914 -3.17636
3 Si 2.18694 0.11622 -2.27261
4 C 0.84492 0.37357 -3.52804
5 C 2.42037 -1.77577 -2.22064
6 C 1.85494 0.85625 -0.67248
7 C 1.14471 2.07601 -0.58446
8 C 1.68976 3.28732 -0.08254
9 C 0.97752 4.46412 -0.13035
10 C -0.31287 4.48906 -0.70521
11 C -0.85390 3.25878 -1.03343
12 N -0.14488 2.12587 -1.00701
13 Si 2.33057 0.07112 0.96434
14 C 1.33421 0.96800 2.30182
15 C 1.70457 -1.73390 1.20080
16 C 4.15346 0.22526 1.35480
17 H 3.89745 0.31161 -4.17691
18 H 4.63127 0.78899 -2.60721
19 H 3.45359 1.86126 -3.34689
20 H 1.13586 -0.07024 -4.46127
21 H 0.59858 1.42847 -3.68115
22 H 0.00110 -0.13511 -3.13341
23 H 2.95243 -2.12706 -3.11563
24 H 1.48614 -2.31252 -2.17352
25 H 3.05785 -2.09080 -1.37939
26 H 2.68720 3.25160 0.35608
27 H 1.28957 5.39770 0.29881
28 H -0.89893 5.42280 -0.82873
29 H -1.87841 3.26599 -1.36839
30 H 0.25368 0.93983 2.00849
31 H 1.64461 2.01352 2.50250
32 H 1.33863 0.52973 3.30524
33 H 0.64399 -1.67934 0.90655
34 H 1.82403 -2.10328 2.19946
35 H 2.18715 -2.47174 0.56237
36 H 4.41751 1.28424 1.28858
37 H 4.76384 -0.23236 0.55401
38 H 4.55641 -0.13764 2.30468
39 O -2.09778 0.69897 1.16062
40 S -3.56249 0.57365 1.03224
41 O -4.27741 1.41620 1.99603
42 O -4.03171 0.68384 -0.34251
43 C -3.86789 -1.14890 1.55270
44 C -4.35977 -1.28505 2.87333
45 C -4.52025 -2.49889 3.45550
46 C -4.15113 -3.64944 2.80311
47 C -3.60291 -3.55710 1.52208
48 C -3.51320 -2.30593 0.86742
49 S -2.88908 -2.49134 -0.85895
50 O -3.96491 -2.08966 -1.73317
51 O -2.45160 -3.85239 -1.01580
52 O -1.71593 -1.59920 -0.92847
53 H -4.60047 -0.33542 3.33984
54 H -4.88647 -2.65310 4.45831
55 H -4.21007 -4.63119 3.26938
56 H -3.21593 -4.38751 0.94457

Calculated values
gap between HOMO and LUMO	6.01	eV
charge	-2
E_tot	-4223.672973	hartree
2S+1	1
M	536.3	u